C4H7NO4 | the ωB97M-V functional and the def2-TZVPD basis

The value obtained for the HOMO-LUMO gap is 10.639 eV. Its total energy is -13938.4120 eV. The calculation puts the relative energy (zero: lowest compared OMol25 entry of this formula, charge and spin) at 4.2251 eV. The calculation puts the HOMO energy at -10.3 eV.

Last column: natural (NBO) charge in e.
Cartesian coordinates (Å):
O: -4.010 1.240 -1.778  -0.696
C: -3.660 0.012 -1.187  -0.117
C: -2.178 -0.039 -0.970  0.542
N: -1.342 -0.523 -1.794  -0.458
C: 0.019 -0.384 -1.330  -0.371
C: 0.080 0.804 -0.387  0.850
O: 0.633 1.859 -0.520  -0.494
O: -1.734 0.747 0.046  -0.692
H: -4.956 1.377 -1.680  0.475
H: -4.137 -0.106 -0.199  0.177
H: -3.934 -0.846 -1.816  0.184
H: 0.372 -1.277 -0.788  0.219
H: 0.695 -0.229 -2.183  0.249
O: 0.230 0.312 1.487  -0.887
H: -1.079 0.329 1.300  0.550
H: 0.354 -0.643 1.515  0.468